Here is an isolated molecule of C4H7NO from the Open Molecules 2025 dataset. Energies are from ωB97M-V/def2-TZVPD.

* frontier orbital gap: 8.87 eV
* ΔE to the lowest compared entry with this formula, charge and spin: 121.5 kcal per mole
* HOMO energy: -7.928 eV

ORCA input file:
```
! RIJCOSX wB97M-V def2-TZVPD def2/J DEFGRID3
* xyz 0 1
O -1.615 -0.734 0.963
C -1.013 -0.051 -0.092
C -0.061 1.139 0.225
N 0.978 0.459 -0.568
C 1.340 -1.023 0.019
C 0.165 -0.755 -0.813
H -0.916 -1.197 1.448
H -1.819 0.248 -0.767
H 0.236 1.259 1.269
H -0.402 2.097 -0.177
H 1.120 -0.909 1.093
H 1.946 0.632 -0.784
H 0.042 -1.166 -1.816
*
```